Version w
ORCA calculation (ωB97M-V/def2-TZVPD) on a 2-piece molecular cluster, C8H19NO overall.

Atoms and positions in Å:
C -0.08668 0.57024 -2.02635
N -0.45703 -0.31397 -0.92533
C -1.32196 0.36301 0.19687
C -1.70249 -0.76045 1.16126
C -2.59639 0.96829 -0.39892
C -0.46010 1.39612 0.87963
H 0.40515 -0.00872 -2.80733
H 0.60172 1.33144 -1.66078
H -0.93397 1.07034 -2.50966
H -1.00232 -1.08660 -1.29487
H -2.34167 -0.37052 1.95220
H -0.81686 -1.17802 1.63216
H -2.23383 -1.55894 0.64198
H -3.14298 0.22820 -0.98457
H -3.24160 1.32648 0.40119
H -2.37792 1.82438 -1.03386
H 0.59826 0.96097 0.91518
H -0.40902 2.32284 0.31825
H -0.82240 1.61236 1.88238
C 2.77368 -0.39745 1.56518
C 2.20881 -0.38381 0.17468
C 1.33972 -1.34560 -0.26875
O 1.47217 -2.02018 -1.47802
H 3.75153 -0.89087 1.61662
H 2.91796 0.62734 1.91630
H 2.10129 -0.89631 2.26016
H 2.79160 0.14954 -0.56997
H 0.88045 -2.00594 0.45510
H 2.10489 -1.53415 -2.01074

E_HOMO = -0.2549 hartree
Kohn-Sham gap = 7.8 eV
SMILES string = CNC(C)(C)C.C/C=C/O

Quick look at the Mulliken charges, all values in e:
1 C -1.10
2 N -0.23
3 C 1.77
4 C -1.76
5 C -1.88
6 C -1.45
7 H 0.33
8 H 0.38
9 H 0.35
10 H 0.33
11 H 0.47
12 H 0.32
13 H 0.39
14 H 0.37
15 H 0.46
16 H 0.42
17 H 0.17
18 H 0.38
19 H 0.42
20 C -1.23
21 C -0.57
22 C 0.33
23 O -0.53
24 H 0.37
25 H 0.31
26 H 0.27
27 H 0.29
28 H 0.28
29 H 0.35

=====

Version x
ORCA calculation (ωB97M-V/def2-TZVPD) on a 2-piece molecular cluster, C8H19NO overall.

Atoms and positions in Å:
C 2.07283 -2.42711 -0.16448
C 1.78567 -1.40553 1.11080
N 0.70265 -0.39930 0.71221
C -0.44296 -1.25625 0.35855
C 0.65495 0.58422 1.79915
C -0.65822 1.26359 1.87091
O 1.73340 0.83996 2.27782
H 2.89722 -2.03090 -0.62920
H 1.09843 -2.87212 -0.44418
H 2.48103 -3.47578 0.20029
H 2.01644 -1.69884 2.08017
H 2.79264 -0.94513 0.96227
H -0.73722 -1.92746 1.14410
H -1.25640 -0.61188 0.09278
H -0.34431 -1.80335 -0.54664
H -1.11939 1.43820 2.85186
H -0.23620 2.28155 1.84249
H -1.33901 1.06076 1.01544
C -2.90241 1.27259 -1.84992
C -1.89729 0.48289 -2.71174
C -0.52871 1.09409 -2.66130
H -2.38665 1.98726 -1.14151
H -3.29084 2.08784 -2.49484
H -3.63282 0.64274 -1.40400
H -2.25026 0.43454 -3.72809
H -1.89493 -0.60218 -2.46642
H 0.05865 0.61444 -3.43791
H 0.11516 0.95492 -1.79709
H -0.61880 2.16924 -2.52035

E_HOMO = -0.3408 hartree
Kohn-Sham gap = 10.1 eV
SMILES string = CCN(C)C(C)=O.CCC

Quick look at the Mulliken charges, all values in e:
1 C -1.05
2 C -0.62
3 N 0.17
4 C -1.28
5 C 0.63
6 C -0.89
7 O -0.61
8 H 0.38
9 H 0.34
10 H 0.28
11 H 0.54
12 H 0.30
13 H 0.36
14 H 0.23
15 H 0.45
16 H 0.36
17 H 0.31
18 H 0.09
19 C -1.23
20 C -0.08
21 C -1.12
22 H 0.24
23 H 0.40
24 H 0.32
25 H 0.36
26 H 0.21
27 H 0.32
28 H 0.19
29 H 0.40

=====

Version y
ORCA calculation (ωB97M-V/def2-TZVPD) on a single C8H19NO molecule.

Atoms and positions in Å:
C -0.04965 -0.89103 2.45694
C 0.49179 -1.28030 1.08059
C 2.00563 -1.10395 1.02058
C -0.38039 -0.60475 -0.13936
C -0.45934 -1.64308 -1.27243
C 0.10153 0.78148 -0.62771
C 0.17080 1.84068 0.47753
O 1.37824 0.66229 -1.25811
C -0.89211 1.33944 -1.80516
N -2.23482 1.71269 -1.37666
H 0.46728 -1.44854 3.24800
H -1.11315 -1.14050 2.53807
H 0.07344 0.17235 2.67235
H 0.31273 -2.36099 1.00067
H 2.49762 -1.75207 1.75685
H 2.31499 -0.08176 1.25534
H 2.40376 -1.37791 0.03945
H -1.39483 -0.49102 0.26102
H -1.19923 -1.36018 -2.02640
H 0.50660 -1.77589 -1.76714
H -0.78796 -2.61526 -0.88883
H 0.36545 2.82893 0.04347
H -0.75891 1.89492 1.05054
H 0.98690 1.65755 1.18030
H 2.05157 1.06965 -0.68963
H -0.96265 0.65056 -2.65327
H -0.41228 2.22207 -2.24549
H -2.69160 2.21529 -2.13654
H -2.79143 0.87935 -1.19498

E_HOMO = -0.3359 hartree
Kohn-Sham gap = 10.1 eV
SMILES string = CC(C)[C@H](C)[C@@](C)(O)CN

Quick look at the Mulliken charges, all values in e:
1 C -1.55
2 C 0.62
3 C -1.52
4 C 0.12
5 C -1.69
6 C 1.36
7 C -1.77
8 O -0.61
9 C -1.23
10 N -0.59
11 H 0.45
12 H 0.38
13 H 0.24
14 H 0.26
15 H 0.47
16 H 0.22
17 H 0.34
18 H 0.33
19 H 0.41
20 H 0.30
21 H 0.46
22 H 0.42
23 H 0.35
24 H 0.49
25 H 0.41
26 H 0.37
27 H 0.49
28 H 0.26
29 H 0.22

=====

So which one wins? Going from most stable to least: version y, version w, version x.

=====

Version w
ORCA calculation (ωB97M-V/def2-TZVPD) on an isolated ion of composition C2H5O3S and charge -1.

Atoms and positions in Å:
C 0.57214 -0.46493 -0.30839
C -0.60289 0.16640 0.51499
O -3.00580 -1.08308 0.65489
O -2.90037 1.16697 -0.39126
O -0.56667 1.58749 0.48601
S -2.40446 -0.27262 -0.36322
H 0.52879 -0.08872 -1.31244
H 1.52333 -0.32007 0.37608
H 0.43902 -1.49842 -0.47548
H -0.70201 0.03757 1.59127
H -1.39338 1.77852 0.02416

E_HOMO = -0.1170 hartree
Total charge = -1
Kohn-Sham gap = 7.3 eV

Quick look at the Mulliken charges, all values in e:
1 C -0.96
2 C -0.18
3 O -0.59
4 O -0.73
5 O -0.54
6 S 0.43
7 H 0.27
8 H 0.21
9 H 0.35
10 H 0.35
11 H 0.38

=====

Version x
ORCA calculation (ωB97M-V/def2-TZVPD) on an isolated ion of composition C2H5O3S and charge -1.

Atoms and positions in Å:
C 2.30304 0.58831 0.38655
S 0.64531 0.76606 0.38867
O -0.29927 0.33523 1.85782
O 0.21309 2.10143 0.01545
O -0.11298 -0.29731 -0.71080
C -1.51109 -0.39068 -0.56233
H 2.51593 -0.30178 0.86203
H 2.87952 1.39826 0.91598
H -1.85470 -1.38174 -0.95556
H -2.14117 0.40739 -1.09737
H -1.89282 -0.58075 0.40406

E_HOMO = -0.1336 hartree
Total charge = -1
Kohn-Sham gap = 7.7 eV
SMILES string = C=[S@@](=O)([O-])OC

Quick look at the Mulliken charges, all values in e:
1 C -0.89
2 S 0.98
3 O -0.79
4 O -0.64
5 O -0.30
6 C -0.70
7 H 0.30
8 H 0.21
9 H 0.28
10 H 0.21
11 H 0.34

=====

So which one wins? Going from most stable to least: version w, version x.

=====

Version w
ORCA calculation (ωB97M-V/def2-TZVPD) on a 2-piece molecular cluster, C6H11N3O overall.

Atoms and positions in Å:
C -0.81029 -1.57554 -2.21049
C -0.55219 -0.12986 -1.88908
C 0.54143 0.51616 -1.43062
N 0.13640 1.85338 -1.13732
C -1.18459 1.99683 -1.63717
N -1.54148 0.76868 -2.12511
H -1.85915 -1.60512 -2.17541
H -0.38503 -2.36463 -1.63725
H -0.63640 -1.70147 -3.26415
H 1.51647 0.05260 -1.08661
H 0.65628 2.38399 -0.53345
H -1.82636 2.87329 -1.59134
C 1.84984 -1.53723 2.49902
C 0.74805 -0.47007 2.40346
N -0.35812 -1.08061 1.81077
O 0.81132 0.55405 2.99972
H 1.98493 -2.10430 3.43122
H 2.82560 -1.12085 2.16354
H 1.63036 -2.36016 1.77248
H -1.27925 -0.64658 1.85446
H -0.32907 -1.43110 0.81976

E_HOMO = -0.3262 hartree
Kohn-Sham gap = 9.6 eV
SMILES string = Cc1c[nH]cn1.CC(N)=O

Quick look at the Mulliken charges, all values in e:
1 C -1.32
2 C 0.66
3 C -0.43
4 N -0.08
5 C -0.24
6 N -0.62
7 H 0.43
8 H 0.33
9 H 0.34
10 H 0.35
11 H 0.19
12 H 0.40
13 C -0.82
14 C 0.54
15 N -0.42
16 O -0.53
17 H 0.29
18 H 0.26
19 H 0.25
20 H 0.27
21 H 0.14

=====

Version x
ORCA calculation (ωB97M-V/def2-TZVPD) on a 2-piece molecular cluster, C6H11N3O overall.

Atoms and positions in Å:
C -0.15256 0.17181 -0.54042
C 1.80600 -1.13090 -0.04168
C -1.31345 -1.54161 0.72299
C -2.48294 0.26241 -0.64664
C 2.53199 0.84115 1.20969
C -1.31381 -0.64588 -0.61795
N 0.38122 1.13248 -0.97384
N 0.88756 2.25524 -1.01680
N 2.51737 -0.46765 0.69231
O 1.49750 -2.05813 -0.67264
H -1.93220 -2.40732 0.38075
H -1.86141 -1.03687 1.52140
H -0.31792 -1.91170 0.78282
H -2.61480 0.77077 -1.62301
H -2.38048 1.09711 0.11546
H -3.44208 -0.25337 -0.34767
H 3.58967 1.21004 1.33961
H 2.15470 1.65668 0.52737
H 2.03153 1.06126 2.17201
H -1.31208 -1.34419 -1.38197
H 1.72618 2.33867 -1.60178

E_HOMO (alpha / beta) = -0.3108 / -0.3108 hartree
Kohn-Sham gap (alpha / beta) = 9.0 / 9.0 eV

Quick look at the Mulliken charges, all values in e:
1 C 0.01
2 C 0.72
3 C -1.21
4 C -1.53
5 C -0.64
6 C 0.38
7 N 0.90
8 N -1.31
9 N -0.41
10 O -0.46
11 H 0.33
12 H 0.30
13 H 0.42
14 H 0.34
15 H 0.34
16 H 0.36
17 H 0.31
18 H 0.20
19 H 0.25
20 H 0.40
21 H 0.27

=====

So which one wins? Going from most stable to least: version w, version x.